{"formula": "C6H12N", "method": "the ωB97M-V functional and the def2-TZVPD basis", "energy_ha": -290.23205, "gap_ev": 10.5, "homo_ev": -14.64, "total_charge": 1, "spin_multiplicity": 1, "e_lumo_ev": -4.18, "de_lowest_kj_mol": 235.92, "symbols": ["C", "C", "C", "C", "C", "C", "N", "H", "H", "H", "H", "H", "H", "H", "H", "H", "H", "H", "H"], "coordinates": [[2.3435, -0.1185, -0.8171], [3.0817, -0.2267, 0.1176], [0.0277, 0.6208, 0.6929], [-0.1772, 2.0142, 0.2765], [-1.4494, -0.3306, -0.9478], [-0.2928, -1.7254, 0.6843], [-0.5610, -0.3966, 0.1816], [1.7767, -0.0540, -1.6995], [3.7263, -0.3053, 0.9455], [0.6823, 0.4288, 1.5342], [0.0301, 2.1575, -0.7841], [0.4566, 2.6861, 0.8448], [-1.2180, 2.3055, 0.4371], [-1.1115, -1.0303, -1.7144], [-2.4542, -0.6307, -0.6441], [-1.4976, 0.6683, -1.3710], [-0.3635, -1.7525, 1.7706], [-1.0027, -2.4391, 0.2697], [0.7192, -2.0254, 0.3977]]}